Entry 1:
Here is C30H32MnN7Si as an isolated structure from the OMol25 dataset. Energies are from ωB97M-V with the def2-TZVPD basis set.

Geometry as XYZ:
```
71
Properties=species:S:1:pos:R:3:lowdin_spin:R:1
Mn -0.36 0.17 -0.37 3.8311
C -3.37 3.31 -0.10 -0.0006
C -4.49 2.54 0.17 0.0071
C -4.40 1.16 0.09 -0.0009
C -3.18 0.58 -0.25 0.0070
N -2.07 1.33 -0.43 -0.0022
C -2.18 2.66 -0.37 0.0065
C -3.00 -0.84 -0.56 0.0051
C -4.03 -1.78 -0.46 -0.0016
C -3.85 -3.05 -0.99 0.0055
C -2.65 -3.33 -1.63 -0.0008
C -1.64 -2.38 -1.60 0.0049
N -1.79 -1.17 -1.07 -0.0110
H -3.40 4.38 -0.11 -0.0001
H -5.43 3.02 0.43 0.0003
H -5.27 0.56 0.28 -0.0002
H -1.28 3.23 -0.56 0.0001
H -4.96 -1.52 0.03 -0.0003
H -4.63 -3.78 -0.91 0.0002
H -2.50 -4.28 -2.11 0.0000
H -0.68 -2.60 -2.05 0.0002
C 4.67 1.57 -0.27 -0.0009
C 4.09 0.20 -0.42 -0.0012
C 4.92 -0.90 -0.65 0.0142
C 4.34 -2.16 -0.71 -0.0012
C 2.98 -2.30 -0.49 0.0098
C 2.21 -1.15 -0.23 0.0038
N 2.79 0.06 -0.26 0.0111
N 0.89 -1.20 0.11 0.0367
Si 0.44 -2.33 1.43 0.0101
C -1.13 -1.46 2.13 0.0184
C 1.80 -2.38 2.76 0.0020
C 0.09 -4.09 0.78 0.0019
H 5.67 1.51 0.14 -0.0002
H 4.04 2.16 0.39 0.0000
H 4.73 2.08 -1.23 -0.0003
H 5.99 -0.76 -0.74 0.0008
H 4.95 -3.03 -0.89 -0.0005
H 2.51 -3.26 -0.53 0.0009
H -1.28 -0.45 1.68 0.0068
H -1.03 -1.31 3.20 0.0015
H -2.03 -2.05 1.98 0.0006
H 1.96 -1.41 3.23 -0.0001
H 2.75 -2.72 2.37 0.0002
H 1.51 -3.07 3.55 0.0002
H -0.37 -4.12 -0.20 0.0000
H -0.58 -4.60 1.47 0.0002
H 1.00 -4.67 0.74 0.0000
C 1.22 3.68 1.63 0.0006
C 0.68 2.40 1.62 0.0009
N 0.64 1.68 0.50 -0.0249
C 1.14 2.19 -0.62 0.0280
C 1.65 3.48 -0.73 0.0049
C 1.70 4.23 0.46 0.0072
C 2.18 4.04 -1.96 -0.0001
C 1.99 3.72 -3.26 0.0000
C 1.14 2.76 -3.93 0.0003
C 1.11 2.76 -5.34 0.0002
C 0.27 1.85 -5.96 0.0001
N -0.47 1.00 -5.26 0.0007
C -0.39 1.06 -3.96 0.0025
N 0.36 1.90 -3.26 0.0035
H 1.24 4.24 2.56 -0.0002
H 0.29 1.94 2.52 -0.0001
H 1.11 1.55 -1.52 0.0092
H 2.11 5.23 0.45 0.0005
H 2.83 4.89 -1.78 0.0000
H 2.55 4.32 -3.97 0.0000
H 1.73 3.43 -5.91 0.0000
H 0.19 1.78 -7.04 0.0000
H -0.98 0.36 -3.38 0.0019
```

Its charge is +2. The calculation puts the HOMO energy (spin up / spin down) at -13.189 / -13.270 eV. The value obtained for the frontier orbital gap (spin up / spin down) is 5.98 / 6.31 eV. For the LUMO energy (spin up / spin down), the calculation gives -7.2 / -7.0 eV. As for the relative energy (zero: lowest compared OMol25 entry of this formula, charge and spin): 44.35 kcal/mol. As for the multiplicity: 5.

***

Entry 2:
Here is one molecule with the formula C4H3ClO2 from the OMol25 dataset. Energies are from ωB97M-V with the def2-TZVPD basis set.

Geometry as XYZ:
```
10
Properties=species:S:1:pos:R:3:nbo_charge:R:1
C -1.93 -1.55 -0.76 -0.1849
C -1.32 -0.62 -0.30 -0.0413
C 2.04 0.35 0.44 0.6689
C -0.45 0.54 0.21 0.0478
O 2.27 0.92 1.46 -0.5447
O 0.89 0.19 -0.24 -0.5201
Cl -1.07 2.04 -0.62 -0.0268
H -2.52 -2.28 -1.15 0.2282
H 2.72 -0.24 -0.32 0.1316
H -0.63 0.65 1.28 0.2412
```

The calculation puts the HOMO energy at -10.805 eV. The value obtained for the frontier orbital gap is 11.59 eV. For the LUMO energy, the calculation gives 0.8 eV. The structure (SMILES) is C#C[C@H](Cl)OC=O. As for the relative energy (zero: lowest compared OMol25 entry of this formula, charge and spin): 53.19 kcal/mol.

***

Entry 3:
Here is C10H11N as an isolated structure from the OMol25 dataset. Energies are from ωB97M-V with the def2-TZVPD basis set.

Geometry as XYZ:
```
22
Properties=species:S:1:pos:R:3:nbo_charge:R:1
C -1.48 0.29 -0.32 -0.3373
C -1.41 0.90 2.13 -0.2083
C -1.75 -1.07 0.14 -0.2173
C -0.97 -0.44 2.31 -0.3069
C -0.14 1.83 0.24 -0.3248
C -1.40 1.34 0.82 0.0654
C -1.11 -1.32 1.29 -0.0551
C -0.03 0.66 -0.44 0.2751
C 2.34 0.29 -0.75 -0.3958
C 0.71 -1.24 -1.74 -0.4047
N 0.97 0.03 -1.11 -0.4190
H -2.08 0.62 -1.17 0.2389
H -1.36 1.58 2.96 0.2177
H -2.34 -1.77 -0.42 0.2161
H -0.49 -0.68 3.24 0.2212
H 0.52 2.62 0.54 0.2160
H 2.38 1.12 -0.05 0.2134
H 2.79 -0.59 -0.28 0.1926
H 2.92 0.55 -1.64 0.1972
H 1.53 -1.47 -2.41 0.2046
H 0.61 -2.05 -1.01 0.2049
H -0.21 -1.19 -2.32 0.2061
```

The calculation puts the HOMO energy (spin up / spin down) at -6.918 / -6.317 eV. The value obtained for the frontier orbital gap (spin up / spin down) is 7.20 / 6.49 eV. For the LUMO energy (spin up / spin down), the calculation gives 0.3 / 0.2 eV. As for the relative energy (zero: lowest compared OMol25 entry of this formula, charge and spin): 148.52 kcal/mol.

***

Entry 4:
Here is a 3-piece molecular cluster, C4H14NO2 overall from the OMol25 dataset. Energies are from ωB97M-V with the def2-TZVPD basis set.

Geometry as XYZ:
```
21
Properties=species:S:1:pos:R:3:nbo_charge:R:1
C -1.37 -2.46 1.05 -0.5984
C -0.31 -1.76 0.18 -0.4166
C -0.20 -0.33 0.64 -0.2314
C 0.05 0.76 -1.54 0.1156
N 0.52 0.49 -0.38 -0.4017
H -2.31 -2.02 0.78 0.2117
H -1.42 -3.54 1.01 0.2417
H -1.16 -2.20 2.08 0.2085
H 0.60 -2.34 0.15 0.2301
H -0.66 -1.78 -0.86 0.2033
H -1.14 0.19 0.80 0.2288
H 0.42 -0.24 1.53 0.2455
H -1.02 1.01 -1.60 0.2549
H 0.64 1.13 -2.37 0.2241
H 1.40 0.92 -0.10 0.4586
H 3.02 0.00 2.43 0.4888
H 3.53 1.27 1.82 0.4883
O 2.71 0.76 1.90 -0.9705
H -0.70 3.64 -1.89 0.4728
H -1.21 3.38 -3.26 0.4869
O -1.37 3.12 -2.35 -0.9411
```

Its charge is +1. The calculation puts the HOMO energy at -15.536 eV. The value obtained for the frontier orbital gap is 10.56 eV. For the LUMO energy, the calculation gives -5.0 eV. As for the relative energy (zero: lowest compared OMol25 entry of this formula, charge and spin): 49.73 kcal/mol.

***

Entry 5:
Here is a 2-piece molecular cluster, C5H9ClN4O3S overall from the OMol25 dataset. Energies are from ωB97M-V with the def2-TZVPD basis set.

Geometry as XYZ:
```
23
Properties=species:S:1:pos:R:3:nbo_charge:R:1
C 0.54 -2.29 -0.88 0.8415
C -1.22 1.96 0.19 -0.5935
C -1.34 0.65 -0.58 -0.3957
C -1.74 -0.45 0.44 -0.3972
C -1.84 -1.88 -0.15 -0.2135
N 3.39 -1.59 1.69 0.0716
N 2.72 -0.77 1.34 0.0175
N -0.64 -2.34 -0.81 -0.5265
N 2.03 0.12 0.89 -0.2662
O 1.71 -2.34 -1.01 -0.5735
O 4.08 1.36 0.11 -0.8972
O 2.00 2.60 0.20 -0.8748
S 2.66 1.39 0.02 2.1260
Cl 2.16 0.84 -1.80 -0.1721
H -1.97 2.09 0.95 0.2012
H -0.33 1.95 0.68 0.2037
H -1.20 2.74 -0.46 0.2112
H -2.15 0.66 -1.30 0.1882
H -0.53 0.46 -1.16 0.2020
H -0.96 -0.30 1.16 0.2056
H -2.82 -0.32 0.88 0.2137
H -2.58 -1.86 -0.96 0.2089
H -1.94 -2.68 0.55 0.2193
```

The calculation puts the HOMO energy (spin up / spin down) at -6.902 / -10.482 eV. The value obtained for the frontier orbital gap (spin up / spin down) is 7.31 / 5.94 eV. For the LUMO energy (spin up / spin down), the calculation gives 0.4 / -4.5 eV. As for the multiplicity: 3.

***

Entry 6:
Here is an isolated ion of composition C3ClN3P and charge +1 from the OMol25 dataset. Energies are from ωB97M-V with the def2-TZVPD basis set.

Geometry as XYZ:
```
8
Properties=species:S:1:pos:R:3:nbo_charge:R:1
C 0.50 1.40 -0.27 -0.1573
C 1.47 -1.07 -0.31 -0.1106
C -1.30 -0.44 0.31 0.2522
N 0.97 2.43 0.00 -0.0737
N 2.34 -1.67 0.16 -0.0861
N -2.44 -0.44 0.39 -0.2743
P -0.01 -0.18 -0.82 0.9495
Cl -3.92 -0.21 -0.07 0.5002
```

Its charge is +1. The calculation puts the HOMO energy (spin up / spin down) at -16.118 / -16.119 eV. The value obtained for the frontier orbital gap (spin up / spin down) is 8.82 / 8.82 eV. For the LUMO energy (spin up / spin down), the calculation gives -7.3 / -7.3 eV. The structure (SMILES) is N#CP(C#N)C#[N+]Cl. As for the relative energy (zero: lowest compared OMol25 entry of this formula, charge and spin): 5.38 kcal/mol.